Entry 1:
33
Properties=species:S:1:pos:R:3:nbo_charge:R:1 method="wB97M-V/def2-TZVPD" homo_energy_ev=-9.371 smiles="NCCCCOC(=O)ON=C=S.c1ccncc1" e_tot_ev=-33089.4275 lumo_energy_ev=-1.9
N 2.7826 -3.5285 -0.5828 -0.85
C 1.5638 -2.6189 -0.7598 -0.23
C 2.0203 -1.0939 -1.1498 -0.42
C 0.8030 -0.0009 -1.2406 -0.46
C -0.5484 -0.5215 -2.0077 -0.09
O -1.6859 0.2627 -1.4226 -0.53
C -2.1887 -0.5655 -0.2866 0.97
O -1.5110 -0.7036 0.8862 -0.56
O -3.4953 -1.3009 -0.3273 -0.38
N -3.2225 -2.6197 -0.0757 -0.21
C -3.3989 -3.3088 -1.2712 0.23
S -3.2462 -3.8358 -2.8964 0.11
H 2.6748 -4.0552 0.3193 0.36
H 2.7762 -4.2596 -1.3285 0.36
H 0.8633 -2.7089 0.1727 0.21
H 0.9861 -3.0543 -1.7040 0.17
H 2.7616 -0.7310 -0.2881 0.23
H 2.6954 -1.1353 -2.1328 0.21
H 1.2212 0.9101 -1.8884 0.22
H 0.5832 0.4547 -0.1625 0.26
H -0.8196 -1.6467 -1.8379 0.19
H -0.5666 -0.2900 -3.1673 0.22
N 1.0795 2.2870 1.6725 -0.43
C 1.3490 3.5319 2.1231 0.03
C 0.3754 4.4399 2.5074 -0.27
C -0.9574 4.0515 2.4217 -0.17
C -1.2669 2.7765 1.9596 -0.25
C -0.2234 1.9379 1.6020 0.02
H 2.4033 3.7889 2.1686 0.19
H 0.6496 5.4261 2.8644 0.22
H -1.7484 4.7365 2.7128 0.21
H -2.2956 2.4437 1.8806 0.22
H -0.4135 0.9317 1.2389 0.22

***

Entry 2:
36
Properties=species:S:1:pos:R:3:nbo_charge:R:1 method="wB97M-V/def2-TZVPD" homo_energy_ev="-12.746 / -12.745" e_tot_ev=-31088.5698 total_charge=+1 lumo_energy_ev="-5.7 / -5.7"
Pt -1.4176 0.6956 -0.8390 1.16
C 2.3206 2.1077 0.0147 -0.66
C 1.3766 1.5628 1.0117 0.40
N 0.1165 1.2317 0.7870 -0.52
C -0.4154 0.7802 1.9596 -0.02
C 0.5618 0.8306 2.9282 0.03
N 1.6724 1.3276 2.3004 -0.46
C 0.6832 0.3800 4.3533 0.77
O -0.3960 -0.0480 4.9463 -0.65
O 1.7786 0.4140 4.8551 -0.57
C -1.8671 0.3632 2.0122 0.78
O -2.3277 0.0298 3.0932 -0.62
O -2.4775 0.4068 0.9049 -0.68
H 1.7828 2.4358 -0.8714 0.24
H 3.0477 1.3489 -0.2757 0.25
H 2.8664 2.9506 0.4331 0.25
H 2.5454 1.4828 2.7930 0.47
H -1.2325 -0.0284 4.4011 0.53
N -0.6385 1.7665 -3.6963 -0.30
C 0.3843 1.6686 -4.5588 0.01
C 1.2958 0.7871 -4.0154 -0.32
C 0.7352 0.3877 -2.8056 0.00
N -0.4426 0.9870 -2.6244 -0.35
H -1.4743 2.3272 -3.8016 0.44
H 0.4113 2.2067 -5.4847 0.25
H 2.2261 0.4660 -4.4329 0.26
H 1.1207 -0.2898 -2.0688 0.24
C -1.1844 -4.0675 -0.0655 -0.64
C -1.4813 -2.6000 0.2106 -0.07
O -1.1584 -1.7908 -0.9285 -0.75
H -1.3811 -4.6456 0.8321 0.24
H -0.1398 -4.1981 -0.3355 0.22
H -1.8108 -4.4540 -0.8676 0.21
H -0.8611 -2.2253 1.0283 0.19
H -2.5359 -2.4648 0.4726 0.19
H -1.6837 -2.1328 -1.6656 0.49

***

Entry 3:
28
Properties=species:S:1:pos:R:3:nbo_charge:R:1 method="wB97M-V/def2-TZVPD" homo_energy_ev=-7.664 smiles=Cc1c[nH]c2ccccc12.CCO e_tot_ev=-15186.9064 lumo_energy_ev=0.9
C -2.3185 1.5025 -3.4135 -0.65
C -1.0972 -0.6909 -0.6472 0.14
C -0.8269 0.0072 -1.8612 -0.09
C -1.8955 0.9275 -2.1148 -0.10
C -2.6642 0.9181 -0.9762 -0.01
C 0.9493 -1.8823 -0.7802 -0.20
C -0.2580 -1.6597 -0.1402 -0.25
C 1.1918 -1.2839 -2.0284 -0.24
C 0.3470 -0.3011 -2.5441 -0.19
N -2.1792 -0.0335 -0.0958 -0.53
H 1.7474 -2.5305 -0.4679 0.22
H -0.4717 -2.2202 0.7667 0.21
H 2.1955 -1.4189 -2.4301 0.21
H 0.5344 0.1863 -3.4962 0.21
H -2.5764 -0.4612 0.7204 0.41
H -3.5074 1.5135 -0.6697 0.21
H -1.7801 0.9123 -4.1902 0.22
H -2.0220 2.4873 -3.7424 0.22
H -3.3214 1.2890 -3.7949 0.22
C 1.5462 0.1780 3.0393 -0.07
C 2.0473 0.6941 4.3471 -0.64
O 2.6190 -0.2235 2.1456 -0.71
H 0.9438 -0.7537 3.1393 0.15
H 0.9319 0.8282 2.4215 0.19
H 2.4835 1.6919 4.2328 0.21
H 3.2688 -0.5499 2.7839 0.45
H 2.8876 0.0964 4.7324 0.20
H 1.2249 0.7772 5.0641 0.22

***

Entry 4:
28
Properties=species:S:1:pos:R:3:nbo_charge:R:1 method="wB97M-V/def2-TZVPD" homo_energy_ev=-7.993 smiles=Cc1c[nH]c2ccccc12.CSC e_tot_ev=-23973.6779 lumo_energy_ev=0.8
C -0.3385 2.8567 -0.6677 -0.63
C -0.6400 0.8451 -2.0567 -0.01
C -0.1987 1.3936 -0.8911 -0.11
C 0.8574 -0.6564 -1.2735 0.17
C 0.8622 0.5231 -0.4744 -0.11
C 1.4887 -1.8318 -0.8933 -0.28
C 1.8845 0.5411 0.4651 -0.17
C 2.4670 -1.6646 0.0431 -0.19
C 2.6643 -0.5251 0.8448 -0.25
N -0.1012 -0.4080 -2.2995 -0.54
H -1.5721 1.0166 -2.6150 0.21
H -0.1704 -0.9657 -3.1267 0.41
H -1.3023 3.2454 -0.9467 0.22
H 0.3714 3.4160 -1.3317 0.21
H 1.5932 -2.6647 -1.5484 0.22
H 2.0863 1.5485 0.9554 0.20
H 3.1484 -2.5223 0.1101 0.21
H 3.3691 -0.4567 1.6658 0.23
H -0.0246 3.1746 0.3062 0.22
C -1.6941 -1.9830 0.9109 -0.73
C -1.9842 0.2514 2.1343 -0.82
S -2.3235 -1.4526 2.5654 0.22
H -0.6155 -1.9147 0.9172 0.22
H -2.0374 -2.9612 0.6516 0.22
H -1.8724 -1.3325 0.0535 0.22
H -1.0804 0.8160 2.5543 0.22
H -2.7081 0.9693 2.8085 0.22
H -2.1291 0.7418 1.1383 0.24

***

Entry 5:
28
Properties=species:S:1:pos:R:3:nbo_charge:R:1 method="wB97M-V/def2-TZVPD" homo_energy_ev=-7.733 smiles=Cc1c[nH]c2ccccc12.CCS e_tot_ev=-23975.5072 lumo_energy_ev=0.8
C -1.5861 -3.2149 -1.7585 -0.63
C -1.8038 -0.7979 -0.8971 -0.10
C -1.5959 -2.1960 -0.6529 -0.08
C -1.7065 -0.1389 0.3452 0.14
C -1.3761 -2.3311 0.6742 -0.03
C -2.1577 1.3419 -1.8799 -0.24
C -2.0763 1.9782 -0.6440 -0.21
C -2.0652 -0.0359 -2.0342 -0.19
C -2.0484 1.1998 0.5044 -0.24
N -1.4668 -1.0974 1.2898 -0.53
H -2.2731 1.9130 -2.7931 0.21
H -2.1369 3.0523 -0.5834 0.22
H -2.0929 -0.4636 -3.0299 0.21
H -2.2315 1.5435 1.5166 0.21
H -2.5214 -3.1395 -2.2983 0.22
H -1.4292 -4.2551 -1.4468 0.22
H -1.0825 -3.1801 1.2657 0.21
H -1.2562 -0.9104 2.2522 0.41
H -0.7881 -2.9774 -2.4637 0.21
C 3.8570 1.5869 0.6833 -0.48
C 4.2890 1.3808 2.1196 -0.62
S 2.0920 2.1643 0.5372 -0.06
H 4.4258 2.3943 0.2332 0.21
H 3.9222 0.6996 0.0519 0.21
H 5.2962 0.9625 2.1157 0.21
H 1.7817 1.4250 1.6050 0.11
H 3.6021 0.7542 2.6783 0.21
H 4.4288 2.3419 2.6097 0.22

***

Number 1: largest force on an atom 9.5 eV Å⁻¹. Number 2: largest force on an atom 2.8 eV Å⁻¹. Number 3: largest force on an atom 2.9 eV Å⁻¹. Number 4: largest force on an atom 6.2 eV Å⁻¹. Number 5: largest force on an atom 1.1 eV Å⁻¹.